(1)
{
  "formula": "C42H105N7O14",
  "method": "ωB97M-V/def2-TZVPD",
  "symbols": ["O", "N", "H", "H", "C", "C", "H", "C", "H", "N", "O", "N", "H", "H", "H", "C", "H", "C", "H", "H", "H", "H", "C", "C", "H", "H", "C", "H", "O", "H", "H", "H", "H", "C", "C", "C", "H", "H", "H", "H", "O", "H", "C", "H", "H", "C", "H", "C", "H", "H", "C", "H", "O", "H", "H", "C", "O", "H", "N", "H", "H", "H", "O", "H", "H", "H", "C", "H", "H", "N", "H", "H", "H", "H", "C", "O", "H", "H", "H", "C", "C", "H", "H", "H", "H", "N", "H", "H", "H", "C", "H", "H", "C", "C", "O", "O", "H", "H", "H", "C", "N", "O", "O", "H", "H", "H", "H", "C", "H", "H", "H", "H", "C", "H", "H", "O", "H", "H", "C", "H", "C", "C", "C", "H", "C", "C", "H", "H", "H", "H", "H", "H", "H", "H", "H", "H", "H", "H", "C", "H", "C", "H", "H", "H", "H", "C", "H", "H", "H", "C", "O", "H", "H", "H", "C", "H", "C", "H", "C", "H", "H", "C", "C", "H", "H", "H", "C", "H"],
  "coordinates": [[-1.8309, 4.6143, -0.9753], [0.1952, 4.7389, 1.6044], [4.3745, 1.4878, 0.5243], [-4.8700, -6.3503, 0.7910], [-7.2640, 1.9790, -3.3327], [-3.7760, -3.7809, -0.5334], [-1.7820, -0.7816, 1.9623], [-5.2672, 1.3381, -0.3337], [-2.4355, 4.8834, -2.8226], [4.5996, -4.2417, 2.0407], [2.5770, 0.4386, 0.8442], [-0.9212, -1.7851, -2.4808], [6.7360, 9.4482, -2.5149], [-2.7499, -0.4073, 0.6172], [-2.1247, -1.5994, -4.1929], [9.2327, 4.0188, 0.2213], [-1.4345, 4.5592, 2.5055], [-6.0412, -3.4706, 4.0169], [2.7285, 5.9007, 1.5338], [-5.8987, 0.4313, -2.7423], [7.2799, -4.6641, 3.5691], [-6.1551, -2.6723, 3.2835], [8.4040, 2.8964, -0.4104], [7.5595, 0.8077, 0.2130], [-1.8674, 3.1315, 0.4182], [8.8667, 4.4298, 1.1622], [3.1782, -6.9793, -0.5740], [4.9757, -3.9568, 1.1477], [3.1358, 3.8290, 1.1455], [7.2944, 0.2598, 1.1172], [-0.2173, -3.0869, -4.0319], [-5.6144, 0.3153, -0.1873], [-0.2810, 2.1927, -6.0022], [3.1057, -4.3672, 2.0825], [-5.9677, 1.5083, -2.5894], [1.4784, 0.1720, 0.0862], [-0.9768, -5.4365, -0.4521], [-4.1711, -3.9807, 4.2697], [9.7032, 7.1717, -2.1975], [5.8936, -2.1087, 1.3853], [-0.6124, -4.7820, -2.5024], [1.9907, -6.1760, 1.9393], [-1.6638, -0.9970, -3.4101], [-2.4740, -0.4841, -2.8919], [8.2001, 9.1012, -3.2891], [-5.6814, -6.2026, 1.5037], [-0.4201, -4.5844, 4.2055], [0.4010, -0.5109, 0.8787], [-4.6937, -1.8540, 6.0991], [10.1957, 3.5527, 0.4297], [-0.7171, 0.1035, -3.9889], [0.2820, 3.7486, 1.7832], [8.3185, 1.9631, 0.6181], [-1.6107, -2.2329, -1.8942], [-5.0859, 1.9023, -3.0946], [-0.9280, -5.7663, -1.4899], [-1.5136, 0.9504, -4.8510], [-9.8011, 0.1507, -2.3160], [-8.1844, 1.1564, -2.5429], [-0.2234, -2.9460, 4.4021], [10.3865, 6.4169, 0.0483], [7.4131, 3.3240, -0.5631], [-2.7169, -2.8561, -0.5832], [1.3998, -4.1257, -2.4600], [3.2867, 1.3756, -0.9344], [-4.2168, -1.7304, 4.4101], [-10.8575, 3.2347, -5.1334], [-9.6147, 0.7094, -3.9852], [-3.6859, -4.3546, -1.4559], [9.1592, 5.0934, -0.7463], [8.1273, 0.1315, -0.4261], [8.7596, 2.4206, -1.3243], [-6.6881, -3.2932, 4.8761], [-11.9422, 3.1346, -5.1727], [5.0300, -3.1806, 3.0113], [-5.3815, -5.0066, 2.1914], [9.8413, 4.8993, -1.4655], [-8.1661, 1.6197, -1.6456], [-6.0688, -5.4810, 4.0701], [7.7613, 9.1526, -2.2926], [-6.3056, -4.7721, 3.2768], [2.8472, -4.2927, 3.1388], [-10.4138, 2.5061, -5.8120], [-0.0457, -6.4059, -1.5121], [1.9527, 3.1108, 2.6159], [-0.8343, -0.4415, 0.1529], [-7.2253, 1.6542, -4.3725], [0.7953, -1.5002, 1.1114], [4.1990, -2.5531, 3.3334], [6.2454, -2.4260, 2.3670], [3.1191, -6.7230, -1.6318], [3.6705, -6.4505, 1.9585], [0.4139, -3.8305, -2.1011], [-2.6324, -2.6271, 5.5935], [-6.1646, 1.9190, -1.2394], [7.9290, 8.1308, -1.3002], [-11.5382, 1.7424, -3.1583], [-4.2711, 1.3710, -0.7752], [3.6340, 2.5547, 2.6546], [-4.1502, -2.3572, 5.2995], [-4.8727, -3.5232, 4.8342], [-2.0818, -3.4457, 4.6335], [7.3245, -3.3021, 2.0211], [0.1804, -0.1836, -4.5368], [0.3183, -3.3325, -1.1362], [-7.3758, 3.0632, -3.3318], [8.8874, -4.4757, 2.8393], [7.9912, -3.9456, 3.1617], [-1.8851, 2.7513, -5.7807], [1.6535, -0.4699, -0.7772], [-2.1804, 3.2023, -2.3988], [-2.2897, -1.5934, 5.5488], [-1.2546, 4.9652, 1.5100], [2.3809, -7.6944, -0.3716], [-1.3374, -3.1967, 0.9744], [-10.2909, 3.2842, -3.8092], [0.6229, 5.9347, 0.1079], [-2.4278, -2.8883, 6.6318], [0.1411, -2.6489, -3.1003], [0.9125, 4.3737, -0.4261], [9.2412, 7.5997, -1.3079], [-1.0700, 2.2562, -5.2529], [-10.5835, 2.1969, -2.8937], [2.6540, -3.5354, 1.5420], [1.0493, 4.9950, 0.4590], [9.3469, 6.4962, -0.2696], [-3.8125, -4.4923, 0.2916], [-3.7247, 4.0870, -2.0580], [-0.3701, 0.8161, -3.2406], [0.9800, -2.0840, -3.5068], [-1.6113, 5.9926, 1.5832], [4.1623, -7.4222, -0.4212], [5.2720, -3.7247, 3.9243], [8.1811, 10.0224, -1.7873], [-5.3626, 1.8464, 0.6258], [-10.7279, 2.6147, -1.8974], [9.8476, 8.4135, -0.9102], [-3.0976, 4.3693, 0.6919], [2.9909, 3.4202, 2.4951], [-10.7027, 4.0759, -5.8091], [-2.0564, 4.2050, 0.4143], [-2.9718, -2.7029, 1.4165], [-4.6173, -3.1154, -0.3401], [-0.7388, 2.9379, -4.4695], [0.4301, -0.0194, 1.8512], [-2.1597, -2.5318, 0.7100], [4.2156, 0.0416, -0.4140], [-0.7706, -0.9589, -0.7122], [8.7908, 6.7531, 0.6320], [2.5604, 5.1033, 0.8099], [2.7976, -5.7717, 0.0366], [-0.3235, -4.0732, 5.7796], [8.4534, -3.2148, 3.8254], [1.0300, 1.1397, -0.1385], [-9.4906, 0.9894, -2.9391], [-1.6585, -6.5336, -1.7462], [-2.6357, 4.1324, -2.0585], [6.5776, -1.5537, 2.9298], [-1.8875, -1.0101, 0.9018], [-7.2975, -4.6746, 2.8354], [6.6659, 1.1942, -0.2771], [2.9165, -5.8200, 1.4874], [3.6500, 0.8900, -0.0287], [-6.5556, -6.0927, 0.8620], [2.9604, 5.4680, -0.1362], [-5.8881, -7.1012, 2.0849], [-0.7829, -3.7739, 4.8376], [3.2059, 4.2067, 3.2185]],
  "forces_ev_per_angstrom": [[-0.375, 0.886, 1.588], [0.294, -0.565, -0.498], [-0.466, 0.271, 0.033], [0.191, -0.333, 0.295], [1.480, -1.671, 0.886], [-0.208, 0.440, 0.129], [0.255, -0.311, 0.178], [-0.507, -0.420, -0.285], [0.100, -0.103, -0.252], [-0.296, 1.617, 1.561], [2.841, 0.310, -0.060], [1.352, -0.064, -0.499], [-0.374, -0.753, 0.617], [-0.823, -0.627, -0.037], [0.057, 0.012, -0.477], [-0.193, 0.068, -1.262], [-1.448, -0.267, -0.157], [-0.584, 0.967, 0.703], [0.093, -0.302, 0.491], [-0.185, -0.228, 0.542], [0.266, 0.206, 0.600], [0.435, 0.695, -0.047], [-0.811, 0.805, 1.985], [0.321, 0.940, 0.793], [0.148, -0.231, 0.452], [-0.539, -0.663, 0.040], [-1.270, 0.149, -1.271], [-0.469, -0.202, -0.417], [0.398, 1.145, -0.323], [-0.073, 0.070, -0.041], [-0.473, -0.448, -0.101], [0.478, -0.439, 0.154], [0.389, -0.165, 0.046], [2.636, -1.664, -1.368], [-0.648, 1.094, -1.295], [-2.023, 0.366, -0.321], [-0.550, 0.581, -0.179], [0.333, -0.507, 0.019], [-0.640, 0.513, -0.808], [-0.037, 0.401, 0.021], [-0.599, 0.239, 1.808], [-0.604, -0.400, -0.450], [1.198, 1.456, -0.689], [0.013, 0.106, 0.066], [0.592, -0.983, 0.182], [-0.094, 0.371, -1.054], [-0.871, -0.394, -0.409], [1.630, -0.069, 0.265], [0.380, -0.002, 0.316], [0.648, 0.521, 0.014], [-1.049, 1.943, -0.586], [-0.063, -0.162, 0.448], [-0.365, -2.207, 0.257], [0.360, -1.142, -0.131], [0.502, 0.575, 0.544], [2.493, -0.837, -0.610], [-0.643, 0.346, -0.420], [-1.068, 0.025, -0.128], [1.091, 1.952, -0.178], [0.763, 0.395, 0.527], [0.457, 1.101, 0.367], [-0.237, -0.046, -0.528], [1.901, 0.272, 0.981], [0.228, -0.841, 1.124], [-0.257, 0.547, 0.351], [0.572, 1.104, 0.111], [-0.006, -0.562, -0.311], [0.579, -0.499, -0.150], [-0.813, 0.254, -0.148], [-0.542, 1.147, -0.635], [0.078, 0.126, -0.276], [0.487, 0.429, -0.241], [-1.849, -0.157, -1.006], [-0.152, -0.405, 0.556], [0.940, -0.951, -0.754], [-0.298, 0.124, 0.933], [0.002, 0.314, -0.236], [-0.015, -0.456, 0.461], [-0.931, -0.930, -0.289], [0.107, 1.405, 1.072], [0.976, 0.644, 0.394], [-0.300, -0.391, -0.081], [0.069, -0.988, 0.563], [0.461, -0.283, 0.509], [0.048, -0.196, 0.528], [1.044, 0.322, 0.755], [-0.092, -0.172, -0.018], [-0.277, -0.786, -0.011], [0.057, 0.653, -0.520], [-0.670, -1.122, 0.208], [0.049, -0.338, -0.196], [0.538, 0.058, -0.874], [-0.756, 1.553, -3.411], [-2.081, 1.934, 0.753], [0.372, 0.621, -0.861], [-0.637, -0.955, -2.390], [-0.168, -0.104, -0.146], [0.340, -0.083, 0.493], [0.031, 0.124, -0.039], [-0.502, -0.226, -1.396], [2.834, -2.331, -0.147], [-1.976, -1.060, 0.262], [0.766, -0.225, 1.166], [-0.075, -0.745, -0.077], [0.165, -0.968, 0.490], [-0.251, 0.076, 0.315], [-0.358, -0.228, -0.751], [-0.400, 0.527, -1.357], [-0.306, -0.255, 0.234], [0.388, 0.304, -0.531], [-0.428, -0.353, -0.078], [0.857, 0.228, -0.287], [0.606, -0.951, -0.339], [0.191, -0.567, 0.012], [0.286, 0.092, -0.167], [-0.176, 0.078, -0.608], [0.777, 0.621, -0.276], [-0.130, -0.852, 0.007], [-2.027, -0.225, 0.806], [0.005, -0.738, 0.165], [0.026, -0.215, 1.939], [0.108, -0.912, -0.330], [0.827, -0.834, -0.665], [-0.522, -0.269, -0.213], [-0.178, 1.317, 0.146], [1.482, -1.481, 0.305], [0.783, 0.075, 0.262], [-0.130, -0.168, 1.160], [0.138, -0.550, 0.870], [0.406, 0.310, 1.061], [0.647, 0.305, -0.395], [0.159, 0.427, 0.719], [0.521, 0.176, 0.214], [0.240, 0.562, -0.438], [0.301, 0.194, -0.149], [0.380, 0.272, -0.005], [0.659, 0.092, -0.327], [-0.338, -0.076, -0.210], [-0.700, -0.099, -0.500], [0.538, 1.083, 1.175], [-0.300, -0.142, -0.823], [0.035, -0.381, 0.384], [-0.939, -0.677, -0.748], [0.028, -0.311, 0.504], [-0.848, 0.317, 0.127], [-1.583, 1.014, 0.422], [-0.040, -0.509, 0.106], [0.426, 0.265, -0.648], [-0.465, -0.376, -0.201], [-1.528, -0.407, -0.788], [1.554, 0.139, 2.335], [-1.015, 0.484, 0.854], [-0.804, 0.244, 0.519], [-0.093, 0.123, -1.081], [-3.586, 0.881, -0.899], [-0.820, 1.001, -0.409], [1.406, 0.447, -0.327], [0.086, -0.029, 0.253], [-1.338, -0.522, -0.197], [-0.314, -0.714, 0.438], [-0.220, -0.424, -0.190], [-2.127, 1.872, 0.605], [0.034, -0.784, 0.512], [-0.432, 0.300, 0.008], [0.741, -0.384, 0.042], [0.464, 0.125, 0.559], [3.278, 0.115, -1.622], [0.164, 0.149, -0.048]],
  "homo_energy_ha": -0.3052,
  "lumo_energy_ha": 0.0209,
  "gap_ev": 8.872,
  "e_tot_ev": -84334.7022,
  "relative_energy_ev": 7.2704,
  "charge": 0
}

(2)
{
  "formula": "C21H33BrGeN2O3PRhSeTe",
  "method": "ωB97M-V/def2-TZVPD",
  "symbols": ["Te", "H", "H", "H", "H", "H", "H", "C", "P", "H", "Rh", "N", "H", "C", "H", "C", "C", "C", "C", "C", "O", "C", "H", "H", "H", "C", "H", "N", "H", "H", "H", "H", "C", "H", "C", "O", "Ge", "C", "C", "H", "H", "Br", "C", "H", "H", "H", "C", "H", "C", "H", "H", "Se", "H", "C", "C", "O", "H", "H", "H", "C", "C", "H", "C", "H", "H"],
  "coordinates": [[-1.5512, 3.3214, -0.3158], [1.6171, -5.4914, 0.1487], [1.8643, 0.8643, 2.1727], [-0.9368, 4.9202, -3.8151], [3.6969, -2.1844, 1.0146], [2.8960, 4.6931, -1.6752], [0.6245, 4.8900, -4.6495], [2.1428, -2.5274, -1.2778], [0.5204, 2.4166, -1.2648], [3.3861, 2.2076, 3.6301], [0.4408, 0.0862, 0.3121], [-0.5739, 1.3194, 1.7421], [0.0547, 4.5975, 4.8701], [2.5562, -5.6690, 0.6656], [2.9536, -1.8097, -1.3927], [-3.5967, -1.4523, -0.9584], [1.4945, 1.7072, 2.7698], [1.8086, 3.5011, 4.3100], [2.7912, -2.4642, 1.5458], [4.6415, -4.6744, 2.9916], [0.8179, 3.3098, -2.5238], [1.3916, -4.4863, 3.5339], [3.2278, 2.2569, -1.3555], [-1.5208, -1.9990, -1.2449], [-0.8162, 2.4510, -3.4791], [-4.4449, -0.5492, -0.3294], [-2.5065, 2.1251, 1.9990], [-1.7133, -0.3302, -0.0699], [2.6722, -1.8669, 2.4474], [0.7218, 2.3994, -4.3680], [1.6603, -3.8917, 4.4028], [2.5248, -6.6765, 1.0728], [-0.2736, 4.3170, -4.4335], [-0.7792, 4.0908, -5.3690], [2.3332, 2.4355, 3.5651], [0.5747, 0.9666, -1.6560], [2.8480, -4.4441, 2.1953], [-0.3917, 3.0937, 3.4275], [-3.8944, 0.4751, 0.4219], [4.6714, -5.6843, 3.3917], [4.4710, 4.3982, -0.9284], [2.9613, 4.5316, 5.3905], [0.1193, 2.0314, 2.6436], [5.4353, -4.5765, 2.2573], [-5.5168, -0.6498, -0.4175], [3.3774, -5.6368, -0.0444], [-1.8323, 1.6406, 1.2898], [4.8186, -3.9787, 3.8063], [0.4442, 3.8028, 4.2536], [0.4517, -4.1160, 3.1317], [3.1207, 4.9678, 0.0569], [1.2638, -2.2196, 0.4266], [-1.4407, 3.3429, 3.3971], [3.3966, 4.3348, -0.7806], [0.0829, 3.0215, -3.7382], [1.6014, 2.7987, -0.1690], [-4.5197, 1.1967, 0.9237], [2.5394, -3.5408, -1.2856], [1.4170, -2.3981, -2.0783], [-2.2294, -1.3106, -0.7952], [3.0107, 2.8996, -0.4984], [-3.9860, -2.2549, -1.5614], [-2.5070, 0.5633, 0.5231], [1.2399, -5.5083, 3.8666], [3.5318, 2.5176, 0.3832]],
  "forces_ev_per_angstrom": [[-0.187, -0.270, 0.439], [-0.104, 0.061, -0.014], [0.105, 0.111, 0.410], [-0.035, 0.047, -0.009], [0.009, 0.142, -0.046], [0.006, 0.073, -0.079], [0.034, 0.049, -0.048], [0.175, -0.165, -0.054], [0.586, 0.791, -0.040], [0.054, -0.055, 0.023], [-3.893, 0.877, 1.725], [1.858, -2.082, -2.054], [-0.042, 0.097, 0.010], [0.084, 0.330, 0.521], [-0.078, -0.017, 0.027], [0.152, 0.118, 0.084], [-0.492, -0.192, -0.286], [0.174, 0.040, 0.027], [0.287, -0.803, 0.478], [-0.623, -0.064, -0.203], [0.018, 0.105, 0.920], [0.459, -0.100, -0.370], [0.001, -0.043, 0.097], [-0.139, 0.071, 0.008], [0.084, 0.021, -0.091], [0.219, 0.010, 0.018], [0.038, -0.022, -0.004], [2.387, 0.638, 0.542], [0.004, 0.098, 0.027], [-0.039, 0.003, 0.156], [0.073, 0.089, 0.056], [-0.043, -0.127, 0.033], [0.109, -0.162, 0.298], [-0.029, 0.002, -0.062], [0.137, 0.354, 0.162], [0.154, -0.793, 0.207], [0.110, 0.521, -0.065], [0.053, -0.410, -0.339], [0.368, -0.101, -0.051], [0.104, -0.117, 0.094], [0.104, -0.001, -0.023], [-0.360, -0.316, -0.268], [0.809, 0.919, 0.974], [0.010, 0.031, -0.127], [-0.041, 0.013, -0.018], [0.106, 0.093, -0.054], [-1.268, 1.058, -0.749], [-0.046, 0.087, 0.061], [0.239, 0.079, 0.190], [-0.059, 0.014, -0.110], [0.009, 0.108, 0.109], [-0.237, -0.353, -1.053], [-0.085, 0.097, -0.020], [-0.241, -0.221, 0.055], [-0.420, -0.044, -0.917], [-0.804, -0.081, -0.351], [-0.037, 0.073, 0.061], [-0.053, 0.011, -0.015], [-0.013, -0.011, 0.093], [-0.029, -0.610, -0.461], [0.829, 0.109, -0.137], [0.006, -0.123, -0.054], [-0.427, 0.094, 0.361], [-0.063, -0.138, 0.043], [-0.067, -0.010, -0.137]],
  "homo_energy_ha": [-0.4831, -0.4830],
  "lumo_energy_ha": [-0.3165, -0.3175],
  "gap_ev": [4.533, 4.503],
  "e_tot_ev": -242915.0168,
  "charge": 2
}